DFT (wB97M-V/def2-TZVPD) results for C26H26BrClIN6O2RbSSeSi as an isolated structure.

CARTESIAN COORDINATES (ANGSTROEM)
Rb 0.909 2.112 -1.362
N 5.063 0.442 0.189
C 3.714 0.447 0.181
N 2.947 1.264 0.816
C 3.532 2.281 1.556
N 2.843 3.229 2.091
N 1.480 3.088 1.917
C 0.876 4.152 1.583
C -0.579 4.147 1.324
C -1.261 5.358 1.257
C -2.614 5.350 0.976
C -3.242 4.133 0.776
C -2.477 2.979 0.856
N -1.176 2.970 1.119
C 4.999 2.320 1.667
C 5.676 3.269 2.436
C 7.054 3.314 2.442
C 7.782 2.413 1.660
C 7.135 1.464 0.900
C 5.739 1.409 0.914
H 5.541 0.000 -0.599
H 3.264 -0.327 -0.433
H 1.414 5.095 1.460
H -0.721 6.286 1.394
H -3.164 6.277 0.882
H -4.293 4.076 0.526
H -2.931 2.007 0.684
H 5.086 3.972 3.008
H 7.572 4.054 3.039
H 8.864 2.460 1.647
H 7.684 0.768 0.278
S 6.058 0.326 -2.922
C 4.643 1.185 -2.730
N 3.646 1.757 -2.536
Br -5.290 -1.036 -4.648
C -4.237 -2.192 -3.560
C -4.691 -3.495 -3.407
C -3.971 -4.385 -2.628
C -2.802 -3.976 -2.002
C -2.363 -2.670 -2.159
C -3.070 -1.759 -2.941
I -2.322 0.189 -3.131
H -5.604 -3.800 -3.900
H -4.325 -5.402 -2.509
H -2.206 -4.645 -1.387
H -1.453 -2.368 -1.657
C -3.054 -7.072 0.629
Si -1.784 -5.991 1.542
C -1.261 -7.038 3.038
C -2.801 -4.564 2.261
Se -0.099 -5.340 0.294
H -3.850 -7.407 1.305
H -2.566 -7.951 0.202
H -3.518 -6.517 -0.191
H -2.126 -7.363 3.628
H -0.596 -6.462 3.685
H -0.713 -7.923 2.705
H -3.627 -4.923 2.886
H -3.219 -3.956 1.454
H -2.165 -3.913 2.865
Cl -3.631 5.681 -2.471
C -3.069 4.033 -2.910
C -1.583 3.751 -2.621
O -0.977 4.414 -1.768
O -1.144 2.781 -3.296
H -3.271 3.893 -3.966
H -3.673 3.330 -2.338

Gap between HOMO and LUMO   5.7 eV
Energy above the lowest of the compared OMol25 structures with the same formula, charge and spin   3.5 kcal per mole
Total charge   -2
E_HOMO   -2.1 eV